Molecular formula: C6H15N
Method: DFT, wB97M-V/def2-TZVPD

E_HOMO ... -8.91 eV
Gap between HOMO and LUMO ... 10.052 eV
SMILES ... CCN[C@@H](C)CC
Energy relative to the best compared isomer or geometry (same formula, charge and spin) ... 213.8 kJ/mol
Charge ... 0
Strongest force on any atom ... 4.989 eV/Å
LUMO level ... 0.04213 Ha

XYZ file:
```
22
Properties=species:S:1:pos:R:3:nbo_charge:R:1
C -3.1351 -0.9252 0.3546 -0.60
C -1.8238 -0.1834 0.7162 -0.22
N -0.8050 -0.4552 -0.3516 -0.63
C 0.5445 0.2333 0.0676 -0.05
C 1.1303 -0.3616 1.3641 -0.62
C 1.4535 0.1454 -1.1039 -0.43
C 2.3861 1.3424 -1.4780 -0.62
H -3.0269 -1.8027 -0.1709 0.20
H -3.7393 -0.2587 -0.2559 0.21
H -3.6706 -1.1663 1.3674 0.20
H -1.5661 -0.3838 1.6694 0.16
H -2.0903 0.8190 0.6054 0.18
H -0.8119 -1.5030 -0.3661 0.35
H 0.3594 1.2920 0.3079 0.19
H 2.1443 0.0733 1.2911 0.21
H 0.5507 0.1081 2.2624 0.21
H 1.1474 -1.3805 1.3561 0.20
H 2.0110 -0.8751 -1.1381 0.20
H 0.7216 0.1863 -1.9816 0.23
H 1.9508 2.3017 -1.8088 0.22
H 3.0594 1.7655 -0.5963 0.19
H 3.2103 1.0284 -2.1110 0.22
```

Molecular formula: C6H15N
Method: DFT, wB97M-V/def2-TZVPD

E_HOMO ... -8.49 eV
Gap between HOMO and LUMO ... 9.664 eV
SMILES ... CCN(CC)CC
Energy relative to the best compared isomer or geometry (same formula, charge and spin) ... 140.7 kJ/mol
Charge ... 0
Strongest force on any atom ... 2.278 eV/Å
LUMO level ... 0.04312 Ha

XYZ file:
```
22
Properties=species:S:1:pos:R:3:nbo_charge:R:1
C -0.1594 -2.5348 0.3393 -0.62
C 0.8011 -1.3688 0.0145 -0.21
N 0.3050 0.0148 0.2749 -0.44
C -0.9405 0.4435 -0.4694 -0.23
C -2.3408 -0.0087 -0.0449 -0.62
C 1.3607 0.9208 -0.1275 -0.22
C 1.3766 2.3255 0.4453 -0.62
H -0.8824 -2.5664 -0.4654 0.20
H 0.3897 -3.4389 0.5567 0.22
H -0.7328 -2.2281 1.2175 0.21
H 1.0276 -1.4982 -1.0525 0.16
H 1.6626 -1.3878 0.6795 0.20
H -0.9163 1.5267 -0.2861 0.19
H -0.6317 0.4061 -1.5275 0.16
H -2.6039 0.5777 0.8264 0.22
H -2.9556 0.3110 -0.8864 0.21
H -2.4310 -1.0761 -0.0285 0.21
H 2.3074 0.3992 0.0439 0.20
H 1.3588 1.0356 -1.2350 0.15
H 0.5029 2.9277 0.1557 0.20
H 1.2840 2.3410 1.5330 0.21
H 2.2180 2.8781 0.0364 0.22
```

Molecular formula: C6H15N
Method: DFT, wB97M-V/def2-TZVPD

E_HOMO ... -8.86 eV
Gap between HOMO and LUMO ... 9.964 eV
SMILES ... CCN[C@H](C)CC
Energy relative to the best compared isomer or geometry (same formula, charge and spin) ... 93.7 kJ/mol
Charge ... 0
Strongest force on any atom ... 2.301 eV/Å
LUMO level ... 0.04051 Ha

XYZ file:
```
22
Properties=species:S:1:pos:R:3:nbo_charge:R:1
C -0.6662 1.0817 2.9859 -0.62
C -0.4880 0.2110 1.7344 -0.22
N 0.3013 0.8724 0.7006 -0.61
C 0.2043 0.2433 -0.6326 -0.03
C -1.1802 0.0404 -1.2594 -0.64
C 1.2518 -0.8653 -0.8236 -0.41
C 1.3166 -1.3512 -2.2659 -0.61
H 0.0698 1.8838 3.0387 0.21
H -1.6300 1.5780 2.9345 0.20
H -0.5396 0.4517 3.8488 0.22
H -0.1248 -0.7939 1.9184 0.19
H -1.5108 -0.0102 1.3685 0.15
H -0.0933 1.7919 0.5275 0.35
H 0.5743 1.0933 -1.2376 0.17
H -1.6145 -0.9234 -0.9910 0.20
H -1.0682 0.0472 -2.3464 0.22
H -1.8663 0.8583 -1.0304 0.21
H 0.9933 -1.6429 -0.0945 0.19
H 2.1622 -0.3978 -0.4447 0.22
H 2.2537 -1.8108 -2.5134 0.22
H 1.2290 -0.4528 -2.8911 0.20
H 0.4258 -1.9048 -2.5264 0.21
```

Molecular formula: C6H15N
Method: DFT, wB97M-V/def2-TZVPD

E_HOMO ... -8.22 eV
Gap between HOMO and LUMO ... 8.463 eV
Energy relative to the best compared isomer or geometry (same formula, charge and spin) ... 557.3 kJ/mol
Charge ... 0
Strongest force on any atom ... 4.153 eV/Å
LUMO level ... 0.00876 Ha

XYZ file:
```
22
Properties=species:S:1:pos:R:3:nbo_charge:R:1
C 1.3784 1.5016 1.4579 -0.48
N 0.4156 1.3759 0.4302 -0.49
C 0.4563 0.4024 -0.5124 0.14
C -0.8482 0.0532 -1.1884 -0.44
C -1.7044 -1.0502 -0.5421 -0.39
C -2.1250 -0.9561 0.9299 -0.62
C 1.7518 0.2668 -1.2962 -0.66
H 0.9548 1.8968 2.3830 0.21
H 1.8522 0.5582 1.8300 0.20
H 2.2680 2.1157 1.2325 0.20
H 0.6221 -0.1441 0.5710 0.27
H 0.7599 -1.3397 0.4816 -0.12
H -0.5485 -0.3374 -2.1723 0.21
H -1.3916 0.9933 -1.3306 0.23
H -0.9178 -1.8157 -0.4432 0.21
H -2.5117 -1.2680 -1.2390 0.21
H -2.9034 -1.6892 1.1303 0.21
H -1.2556 -1.2572 1.5238 0.21
H -2.4182 0.0589 1.2149 0.21
H 2.5400 0.5986 -0.6259 0.22
H 1.9577 -0.7677 -1.5924 0.22
H 1.6676 0.8040 -2.2425 0.23
```

Molecular formula: C6H15N2
Method: DFT, wB97M-V/def2-TZVPD

E_HOMO (spin up / spin down) ... -4.72 / -8.71 eV
Gap between HOMO and LUMO (spin up / spin down) ... 5.864 / 9.801 eV
Expectation value of S² ... 0.7532
Energy relative to the best compared isomer or geometry (same formula, charge and spin) ... 118.6 kJ/mol
Charge ... 0
Strongest force on any atom ... 3.153 eV/Å
Spin multiplicity ... 2
LUMO level (spin up / spin down) ... 0.04186 / 0.04023 Ha

XYZ file:
```
23
Properties=species:S:1:pos:R:3:nbo_charge:R:1
C 0.3109 -1.6831 -2.7180 -0.62
C 0.5998 -0.3625 -1.9485 -0.39
C -0.6036 0.4002 -1.4431 -0.42
C -1.3494 -0.2556 -0.3071 -0.40
C -0.6005 -0.3659 1.0320 -0.21
N -0.0349 0.8303 1.5856 -0.64
C 0.3883 0.9270 2.8876 0.05
N 1.0975 1.9691 3.4096 -0.87
H 1.0768 -2.4144 -2.4908 0.21
H 0.3490 -1.4457 -3.7685 0.20
H -0.7281 -1.9949 -2.6174 0.20
H 1.3409 0.1583 -2.5843 0.21
H 1.2642 -0.6786 -1.0709 0.19
H -0.0209 1.2743 -1.1428 0.20
H -1.3678 0.6116 -2.1758 0.21
H -1.4734 -1.3040 -0.6044 0.21
H -2.3915 0.1508 -0.1469 0.21
H -1.4158 -0.8014 1.7265 0.19
H 0.2064 -1.1053 0.8230 0.17
H 0.0546 1.6015 0.9645 0.38
H 0.2457 -0.0132 3.5306 0.16
H 1.1528 2.9365 3.1489 0.39
H 1.8991 1.5651 3.9104 0.38
```

Molecular formula: C6H15N2
Method: DFT, wB97M-V/def2-TZVPD

E_HOMO ... -13.14 eV
Gap between HOMO and LUMO ... 9.958 eV
Energy relative to the best compared isomer or geometry (same formula, charge and spin) ... 81.8 kJ/mol
Charge ... +1
Strongest force on any atom ... 0.287 eV/Å
LUMO level ... -0.11693 Ha

XYZ file:
```
23
Properties=species:S:1:pos:R:3:nbo_charge:R:1
C 0.9677 0.3197 -1.6678 -0.66
C 0.7999 -1.0811 -1.1504 0.03
C 1.3389 -1.4782 -0.0026 -0.45
C 0.0225 -2.0157 -2.0276 -0.65
H 1.5219 0.3101 -2.6073 0.25
H 1.5089 0.9599 -0.9701 0.21
H 0.0027 0.7825 -1.8983 0.20
H 1.2790 -2.5092 0.3212 0.22
H 1.9412 -0.8171 0.6122 0.19
H 0.0341 -3.0346 -1.6450 0.23
H 0.4327 -2.0238 -3.0375 0.24
H -1.0195 -1.6970 -2.1088 0.21
C 0.5205 0.9725 2.5077 -0.41
N -2.3834 1.2544 0.2794 -0.72
C -1.5198 1.4402 1.2583 0.40
N -0.3980 0.8045 1.3790 -0.51
H 0.7055 0.0026 2.9615 0.24
H 0.0697 1.6332 3.2422 0.22
H 1.4570 1.4012 2.1575 0.23
H -2.1846 0.6356 -0.4927 0.42
H -3.1918 1.8497 0.2040 0.44
H -1.7790 2.1597 2.0258 0.22
H -0.1261 0.1309 0.6596 0.45
```

Molecular formula: C6H15N2
Method: DFT, wB97M-V/def2-TZVPD

E_HOMO ... -13.51 eV
Gap between HOMO and LUMO ... 9.855 eV
Energy relative to the best compared isomer or geometry (same formula, charge and spin) ... 213.5 kJ/mol
Charge ... +1
Strongest force on any atom ... 5.400 eV/Å
LUMO level ... -0.13443 Ha

XYZ file:
```
23
Properties=species:S:1:pos:R:3:nbo_charge:R:1
C 0.3462 -0.5385 -0.7519 0.47
C -0.0758 -0.2739 -2.2166 -0.65
C 0.1046 -1.7837 -0.0520 -0.73
C 0.1945 2.3170 1.1273 -0.71
C 2.6126 1.9747 0.6581 -0.70
C 1.2459 1.5400 0.5189 0.44
N 0.9399 0.4358 -0.1900 -0.33
N -2.8150 -2.4484 -0.6061 -1.09
H -0.6293 -0.9987 -2.6704 0.25
H -0.7297 0.6007 -2.2201 0.24
H 0.8004 -0.0448 -2.7376 0.25
H -0.9962 -2.0037 -0.1866 0.32
H 0.1883 -1.7445 1.0937 0.25
H 0.6856 -2.5521 -0.5523 0.27
H 0.0193 3.2317 0.5867 0.27
H -0.7636 1.7603 1.0346 0.24
H 0.1648 2.3442 2.2742 0.29
H 2.6405 3.0120 0.4430 0.26
H 3.2870 1.5256 -0.0593 0.26
H 3.0414 1.9693 1.7069 0.28
H -3.0774 -3.1603 0.0787 0.38
H -3.4849 -2.5802 -1.3633 0.39
H -2.9680 -1.5234 -0.1329 0.36
```

Molecular formula: C6H15N2
Method: DFT, wB97M-V/def2-TZVPD

E_HOMO ... -13.91 eV
Gap between HOMO and LUMO ... 10.960 eV
SMILES ... C[C@@H]1CNC(C)(C)[NH2+]1
Energy relative to the best compared isomer or geometry (same formula, charge and spin) ... 227.8 kJ/mol
Charge ... +1
Strongest force on any atom ... 6.010 eV/Å
LUMO level ... -0.10843 Ha

XYZ file:
```
23
Properties=species:S:1:pos:R:3:nbo_charge:R:1
C -0.5869 0.0614 2.3966 -0.61
C 0.4017 -0.5949 1.3880 -0.06
C 1.3797 0.4984 0.8995 -0.23
N 0.6089 1.1607 -0.1408 -0.61
C -0.0458 0.2552 -1.0069 0.33
C -1.2872 0.7040 -1.5712 -0.72
C 0.8472 -0.2203 -2.1549 -0.66
N -0.3327 -1.0129 0.0801 -0.59
H -0.3884 1.0792 2.4829 0.22
H -0.4993 -0.5957 3.3289 0.25
H -1.5655 -0.0593 2.0053 0.21
H 1.0314 -1.3042 1.8818 0.25
H 1.6107 1.3398 1.4965 0.25
H 2.2677 0.0760 0.4576 0.21
H -0.0328 1.9051 0.3511 0.39
H -2.1030 0.8250 -0.7798 0.23
H -1.7988 0.3569 -2.5246 0.28
H -1.2008 1.8129 -1.8105 0.28
H 0.6717 0.5353 -2.9514 0.26
H 0.7452 -1.2825 -2.4872 0.23
H 1.9209 -0.2165 -1.9457 0.24
H 0.0250 -1.7436 -0.4697 0.42
H -1.3988 -1.1934 0.0545 0.45
```

Molecular formula: C6H15N2
Method: DFT, wB97M-V/def2-TZVPD

E_HOMO ... -13.83 eV
Gap between HOMO and LUMO ... 10.439 eV
SMILES ... CC(C)C(N)=[N+](C)C
Energy relative to the best compared isomer or geometry (same formula, charge and spin) ... 240.6 kJ/mol
Charge ... +1
Strongest force on any atom ... 6.499 eV/Å
LUMO level ... -0.12466 Ha

XYZ file:
```
23
Properties=species:S:1:pos:R:3:nbo_charge:R:1
C -1.9727 0.5059 1.2897 -0.61
C -1.1049 0.4623 0.0233 -0.33
C -1.9663 -0.1529 -1.0901 -0.58
C 0.1057 -0.3229 0.2155 0.62
N -0.0915 -1.4005 0.9272 -0.70
N 1.4589 0.0481 -0.2727 -0.37
C 2.4978 -0.8380 0.1454 -0.43
C 1.6841 1.2497 -1.0929 -0.44
H -1.2384 0.6027 2.1520 0.22
H -2.5641 -0.3931 1.3229 0.22
H -2.3783 1.5417 1.2320 0.26
H -0.9954 1.4739 -0.2106 0.25
H -2.8927 0.2500 -1.0049 0.23
H -1.7084 0.0322 -2.1522 0.24
H -2.0583 -1.1650 -0.9351 0.20
H -0.9965 -1.4597 1.1971 0.41
H 0.4792 -2.1321 1.2181 0.43
H 2.3652 -1.1088 1.1608 0.20
H 3.6109 -0.3692 0.0640 0.26
H 2.4499 -1.7658 -0.3862 0.21
H 2.7043 1.2482 -1.5802 0.25
H 1.5788 2.1478 -0.2938 0.22
H 1.0327 1.5454 -1.9293 0.24
```

Molecular formula: C6H15N2O2P2
Method: DFT, wB97M-V/def2-TZVPD

E_HOMO ... -9.89 eV
Gap between HOMO and LUMO ... 6.217 eV
SMILES ... [NH3+]CCCCC1=C(O)O[PH]#[PH]N1
Energy relative to the best compared isomer or geometry (same formula, charge and spin) ... 153.5 kJ/mol
Charge ... +1
Strongest force on any atom ... 5.356 eV/Å
LUMO level ... -0.13508 Ha

XYZ file:
```
27
Properties=species:S:1:pos:R:3:nbo_charge:R:1
N -2.2489 2.7762 -0.5774 -0.63
C -1.8689 1.4549 0.0434 -0.22
C -0.4732 1.0308 -0.4341 -0.42
C -0.0473 -0.3123 0.1149 -0.42
C 1.2832 -0.6389 -0.5617 -0.44
C 1.8421 -1.8869 0.2801 0.02
C 1.2733 -3.1333 0.1426 0.52
O 0.0968 -3.3044 -0.4822 -0.70
O 1.6105 -4.2335 0.8540 -0.80
P 2.1414 -4.2220 2.3974 0.66
P 3.8527 -2.8830 1.8204 0.45
N 3.0511 -1.6486 0.9898 -0.94
H -3.1152 3.0099 -0.3316 0.42
H -2.0910 2.7995 -1.5414 0.44
H -1.7793 3.5843 -0.2176 0.43
H -1.9105 1.5720 1.1269 0.23
H -2.6347 0.7507 -0.1996 0.23
H 0.3385 1.8363 -0.2209 0.22
H -0.4670 0.8545 -1.5681 0.22
H -0.7949 -1.0888 0.0381 0.24
H 0.0072 -0.1968 1.1896 0.22
H 2.1694 0.1085 -0.4310 0.22
H 1.2632 -1.0477 -1.6660 0.25
H -0.1255 -4.2574 -0.4561 0.51
H 1.4835 -2.9206 2.6266 -0.07
H 3.9970 -3.7891 0.6519 -0.06
H 3.7534 -1.0262 0.6065 0.41
```

Molecular formula: C6H15N2O4
Method: DFT, wB97M-V/def2-TZVPD

E_HOMO ... -14.27 eV
Gap between HOMO and LUMO ... 10.479 eV
Energy relative to the best compared isomer or geometry (same formula, charge and spin) ... 0.0 kJ/mol
Charge ... +1
Strongest force on any atom ... 3.994 eV/Å
LUMO level ... -0.13933 Ha

XYZ file:
```
27
Properties=species:S:1:pos:R:3:nbo_charge:R:1
C -0.7908 1.2561 0.4112 0.69
C -1.8966 2.1615 0.0624 -0.76
C 3.4884 0.3757 -1.0953 -0.63
C -3.0328 -0.8130 -0.5810 -0.28
C 2.0553 0.5425 -0.4738 -0.08
C 0.1954 -0.9484 -0.2898 1.02
N -0.7163 0.0812 -0.3833 -0.24
N 0.4493 -1.3546 1.9658 -1.04
O -0.0600 1.3890 1.3789 -0.54
O -0.2514 -2.1664 -0.5361 -0.61
O -1.8591 -0.2020 -1.1757 -0.34
O 1.4708 -0.7480 -0.4920 -0.44
H -1.4281 3.1474 0.0430 0.28
H -2.6854 2.2593 0.9111 0.28
H -2.4341 1.9471 -0.9071 0.27
H 3.5692 0.0150 -2.1058 0.23
H 4.0748 1.3453 -0.9373 0.24
H 4.0915 -0.2495 -0.4656 0.23
H -2.9240 -1.7554 -0.0522 0.20
H -3.7668 -1.0416 -1.4072 0.24
H -3.4102 -0.0284 0.1013 0.19
H 1.3628 1.2033 -0.8808 0.19
H 2.3475 0.9024 0.4921 0.22
H 0.9166 -0.6273 2.5149 0.41
H -0.3035 -1.7649 2.5351 0.40
H 1.1649 -2.0963 1.7880 0.37
H 0.3724 -2.8301 -0.4210 0.52
```

Molecular formula: C6H15N2P
Method: DFT, wB97M-V/def2-TZVPD

E_HOMO ... -8.47 eV
Gap between HOMO and LUMO ... 9.020 eV
SMILES ... CN(C)/P=N/C(C)(C)C
Energy relative to the best compared isomer or geometry (same formula, charge and spin) ... 84.3 kJ/mol
Charge ... 0
Strongest force on any atom ... 4.183 eV/Å
LUMO level ... 0.02039 Ha

XYZ file:
```
24
Properties=species:S:1:pos:R:3:nbo_charge:R:1
C -3.6703 -0.5293 -0.1661 -0.41
N -2.3632 -0.0017 -0.1514 -0.75
C -2.2251 1.2872 0.5242 -0.45
P -0.9667 -0.9108 -0.5414 1.23
N 0.2213 0.0536 -0.2328 -0.99
C 1.5853 -0.1806 -0.2104 0.09
C 2.3855 -0.0954 -1.4666 -0.62
C 2.1055 1.0437 0.7085 -0.62
C 1.8097 -1.5146 0.4658 -0.63
H -3.7406 -1.4982 -0.6467 0.21
H -4.0038 -0.7649 0.8690 0.18
H -4.5229 0.0629 -0.6015 0.20
H -1.0944 1.4113 0.4694 0.27
H -2.6986 2.0965 -0.2766 0.18
H -2.7556 1.4092 1.5353 0.20
H 1.7897 -0.5522 -2.3284 0.21
H 2.3219 0.9242 -1.3913 0.23
H 3.3455 -0.5029 -1.5202 0.22
H 1.6431 0.9901 1.7672 0.21
H 1.8326 2.0821 0.3788 0.22
H 3.2101 0.8932 0.6890 0.20
H 1.4243 -1.5355 1.5691 0.21
H 1.4693 -2.4029 -0.0812 0.22
H 2.8974 -1.7649 0.6384 0.21
```